{
  "formula": "C6H6O",
  "method": "ωB97M-V/def2-TZVPD",
  "symbols": ["C", "C", "H", "H", "H", "C", "H", "C", "O", "C", "C", "H", "H"],
  "xyz": [[1.5672, 0.4318, 0.0034], [-1.0409, 0.0210, 0.8440], [-1.6938, 0.9532, -1.0587], [3.8409, 0.6769, -0.0332], [-0.5825, -1.4785, -1.4880], [-0.4366, -1.3256, -0.4262], [-1.0972, 0.0313, 1.9151], [-1.0448, 1.1000, -0.1952], [-1.6365, -1.2220, 0.3075], [2.7714, 0.5609, -0.0271], [0.1411, 0.1532, -0.0731], [0.2328, -2.0346, 0.0678], [-1.0210, 2.1324, 0.1636]],
  "lowdin_charge": [-0.064, -0.203, 0.116, 0.027, 0.117, -0.126, 0.148, -0.007, -0.070, 0.112, -0.298, 0.128, 0.119],
  "de_lowest_kcal_mol": 105.5,
  "e_tot_ha": -307.29531,
  "orbital_gap_ev": 10.3056
}